Record 1
53
Properties=species:S:1:pos:R:3:forces:R:3 method="wB97M-V/def2-TZVPD" max_force_ev_per_a=1.54 charge=-1
C 4.9079 1.6899 4.9966 0.1 -0.1 0.0
C 3.7071 1.1734 4.7678 -0.4 0.1 0.2
C 3.3860 0.4924 3.4676 1.3 -0.7 -0.5
O 2.5627 1.2517 2.6213 -0.5 -0.1 0.4
B 1.3828 0.3581 2.4455 -0.1 0.7 0.5
P 0.2383 0.7234 0.8686 0.4 -0.4 -0.6
O 0.5672 2.2894 0.3972 -0.5 0.1 0.1
Cl -1.6415 0.9597 1.7691 -0.1 0.1 0.0
O 1.9944 -0.9712 2.3006 -0.1 -0.5 0.3
C 2.8407 -1.0003 3.4436 -0.1 0.7 -0.8
C 4.0030 -1.9633 3.2201 0.0 -0.2 0.4
P 1.7223 -1.4921 4.8437 -0.1 0.7 0.7
N 1.5591 -0.5566 6.1100 0.1 -0.4 0.0
H 5.0621 2.4664 5.7367 0.2 -0.5 0.5
H 5.7737 1.3280 4.4486 0.0 0.6 -0.5
H 2.9262 1.2574 5.5157 -0.3 0.5 -0.4
H 4.3562 0.4150 2.9451 0.0 -0.1 0.1
H 0.7003 0.4611 3.4755 -0.1 -0.3 -0.1
H 0.1854 2.9329 1.0089 0.3 0.0 0.1
H 4.2037 -2.0117 2.1499 0.0 0.0 0.0
H 3.8078 -2.9693 3.6021 0.0 0.0 -0.2
H 4.8993 -1.5969 3.7290 -0.1 0.0 0.0
H 2.1837 -2.7703 5.2387 0.0 -0.2 -0.3
H 0.5378 -1.7424 4.1401 0.1 -0.2 -0.1
H 1.8341 -1.0618 6.9452 0.0 0.1 0.1
O -2.3201 1.1086 -5.2732 -0.1 0.0 0.0
C -1.2372 0.9728 -4.7600 0.2 0.1 -0.2
O -0.9572 1.6492 -3.6455 -0.2 0.0 0.2
C 0.2361 1.4364 -2.8620 0.3 0.1 0.1
C 1.4045 2.2305 -3.4034 0.0 0.0 -0.2
C -0.1708 0.1128 -5.4021 -0.1 -0.3 0.2
H 0.4570 0.3731 -2.7774 -0.1 0.0 0.0
H -0.0057 1.7869 -1.8628 -0.1 0.0 0.0
H 1.6781 1.9208 -4.4140 0.0 0.0 0.0
H 2.2696 2.0993 -2.7540 0.0 0.0 0.0
H 1.1512 3.2902 -3.4409 0.0 0.0 0.1
H 0.3465 0.7087 -6.1531 0.0 0.0 0.0
H -0.6642 -0.7213 -5.8945 0.0 0.1 -0.1
H 0.5569 -0.2891 -4.7024 0.1 0.1 0.0
O -4.3672 -3.3122 -0.6205 0.0 -0.1 0.0
C -4.5868 -2.4913 -1.4679 -0.1 0.1 0.0
O -3.6131 -1.6366 -1.8224 0.1 -0.2 -0.1
C -3.7326 -0.7626 -2.9543 -0.1 0.2 0.0
C -4.4540 0.5213 -2.6096 -0.1 0.0 0.1
C -5.9609 -2.3583 -2.0934 0.1 -0.1 -0.2
H -4.1896 -1.2879 -3.7944 0.0 0.0 0.0
H -2.7126 -0.5324 -3.2430 0.1 -0.1 0.1
H -5.4807 0.3327 -2.2921 0.0 0.0 -0.1
H -4.4684 1.1812 -3.4764 0.1 0.0 0.0
H -3.9406 1.0230 -1.7895 0.0 0.0 0.0
H -6.5742 -1.7363 -1.4425 0.0 0.0 0.0
H -6.4013 -3.3508 -2.1436 0.0 0.0 0.1
H -5.9630 -1.9319 -3.0925 0.0 0.1 0.0


Record 2
30
Properties=species:S:1:pos:R:3:forces:R:3 method="wB97M-V/def2-TZVPD" max_force_ev_per_a=0.85 charge=0
C 3.4153 -0.1584 0.1295 -0.1 0.1 0.3
C 2.6120 1.1356 0.3804 0.1 -0.3 -0.2
C 1.5510 1.4384 -0.6923 0.1 0.5 0.4
C 0.2898 2.1260 -0.1522 0.1 -0.4 -0.4
C -0.5435 1.3225 0.8586 0.2 -0.1 0.0
C -0.9023 -0.0489 0.3539 -0.1 -0.2 -0.1
C 0.0089 -1.1370 0.5672 -0.1 0.2 0.0
C -0.2137 -2.3978 0.1266 0.3 0.1 0.2
C -1.4188 -2.6561 -0.5693 0.2 -0.2 0.0
N -1.8260 -3.8318 -1.0544 -0.3 0.0 -0.2
S -3.2648 -3.5662 -1.7222 0.1 0.1 0.1
N -3.4519 -1.9961 -1.4358 0.0 -0.2 -0.1
C -2.3514 -1.6062 -0.7916 -0.1 0.0 0.0
C -2.0628 -0.3039 -0.3103 -0.1 0.8 -0.3
N -3.0293 0.7477 -0.5471 0.0 -0.6 0.6
C -3.8115 0.9863 0.3462 0.0 0.1 -0.1
S -4.7727 1.3058 1.5349 -0.1 0.1 -0.2
H 4.4424 0.0333 -0.1738 0.0 0.0 -0.2
H 2.9353 -0.7855 -0.6203 0.0 0.0 -0.1
H 3.4722 -0.7430 1.0487 0.1 -0.1 0.0
H 2.1524 1.0726 1.3669 -0.1 0.1 0.0
H 3.3073 1.9739 0.4181 0.0 0.1 0.2
H 1.9973 2.1509 -1.3884 0.0 -0.2 -0.3
H 1.2808 0.5448 -1.2542 0.0 -0.1 0.0
H 0.5724 3.0911 0.2703 -0.1 0.1 0.1
H -0.3593 2.3093 -1.0123 0.0 0.2 0.0
H -1.4424 1.8968 1.0684 0.0 0.0 0.1
H -0.0097 1.1863 1.8005 0.0 0.1 0.0
H 0.9105 -0.9198 1.1232 0.1 0.0 0.0
H 0.5125 -3.1707 0.3309 -0.1 -0.2 -0.1


Record 3
59
Properties=species:S:1:pos:R:3:forces:R:3 method="wB97M-V/def2-TZVPD" max_force_ev_per_a=0.33 charge=0
Zn 0.2831 0.5459 0.4095 0.0 0.2 0.1
C -0.5317 -1.6379 5.8609 0.0 0.0 0.0
C -0.4966 -2.4362 4.5644 0.0 0.0 0.0
N -1.3399 -1.8779 3.5223 0.0 0.1 0.1
C -1.0434 -0.7670 2.7981 0.1 -0.2 -0.2
S 0.5943 -0.2051 2.7188 0.0 0.0 0.0
N -2.0767 -0.2252 2.1720 0.0 0.0 0.0
N -1.6833 0.7544 1.3221 0.0 0.0 0.0
C -2.4686 1.7409 1.1046 0.0 0.0 0.0
C -3.8149 1.8542 1.7459 0.0 0.0 0.0
C -1.8936 2.8092 0.2506 0.0 0.0 0.0
C -2.6413 3.8613 -0.2648 0.0 0.0 0.0
C -1.9969 4.8467 -0.9986 0.0 0.0 0.0
C -0.6295 4.7632 -1.1914 0.0 0.0 0.0
C 0.0388 3.6709 -0.6567 0.0 0.0 0.0
N -0.5735 2.7220 0.0359 0.1 0.0 -0.1
H 0.1053 -2.1022 6.6154 0.0 0.0 0.0
H -0.1731 -0.6233 5.6875 0.0 0.0 0.0
H -1.5468 -1.5841 6.2586 0.0 0.0 0.0
H 0.5225 -2.4889 4.1839 0.0 0.0 0.0
H -0.8320 -3.4602 4.7357 0.0 0.0 0.0
H -2.3313 -2.0580 3.5813 0.0 0.0 0.0
H -3.7220 1.6134 2.8048 0.0 0.0 0.0
H -4.2459 2.8463 1.6411 0.0 0.0 0.0
H -4.5033 1.1192 1.3233 0.0 0.0 0.0
H -3.7077 3.9133 -0.1009 0.0 0.0 0.0
H -2.5617 5.6743 -1.4079 0.0 0.0 0.0
H -0.0862 5.5153 -1.7453 0.0 0.0 0.0
H 1.1071 3.5473 -0.7845 0.0 0.0 0.0
N -1.1870 0.1074 -1.5681 0.0 0.0 -0.1
C -0.5738 -0.9107 -2.3334 0.0 0.0 0.1
C -0.5822 -0.9513 -3.6996 0.0 0.0 0.0
C 0.0794 -1.9861 -4.3940 0.0 0.0 0.0
C 0.7164 -2.9835 -3.7153 0.0 0.0 0.0
C 0.7540 -2.9621 -2.3011 0.0 0.1 0.0
C 1.4004 -3.9508 -1.5258 0.0 0.0 0.0
C 1.4169 -3.8319 -0.1688 0.0 0.0 0.0
C 0.8285 -2.6968 0.4271 0.0 0.1 0.0
N 0.2132 -1.7616 -0.2542 0.0 -0.2 -0.1
C 0.1370 -1.9024 -1.6074 0.0 -0.1 0.0
H -1.9543 -0.2374 -1.0032 0.0 0.0 0.0
H -1.4839 0.8871 -2.1396 0.0 0.0 0.0
H -1.1047 -0.1807 -4.2534 0.0 0.0 0.0
H 0.0603 -1.9898 -5.4757 0.0 0.0 0.0
H 1.2050 -3.7930 -4.2430 0.0 0.0 0.0
H 1.8786 -4.7862 -2.0231 0.0 0.0 0.0
H 1.9028 -4.5666 0.4579 0.0 0.0 0.0
H 0.9023 -2.5314 1.4961 0.0 0.0 0.0
F 0.9256 1.6696 -2.6459 0.0 0.0 0.0
C 2.0468 1.2193 -2.0158 0.0 0.0 0.0
C 1.9975 0.8181 -0.6966 0.1 -0.1 0.0
C 3.2150 0.3926 -0.1940 -0.1 0.0 0.0
F 3.3012 -0.0393 1.0828 0.0 0.0 0.0
C 4.3912 0.3579 -0.9232 0.0 0.0 0.0
F 5.5369 -0.0724 -0.3806 0.0 0.0 0.0
C 4.3761 0.7721 -2.2432 0.0 0.0 0.0
F 5.4966 0.7517 -2.9713 0.0 0.0 0.0
C 3.1898 1.2101 -2.7985 0.0 0.0 0.0
F 3.1629 1.6162 -4.0759 0.0 0.0 0.0


| no. | orbital gap (eV) | HOMO (eV) |
| --- | --- | --- |
| 1 | 6.94 | -4.42 |
| 2 | 8.35 | -8.93 |
| 3 | 7.64 | -7.73 |